# 1
Molecular formula: C29H38N4SiSn
Method: DFT, ωB97M-V/def2-TZVPD

Structure (XYZ):
```
73
Properties=species:S:1:pos:R:3:lowdin_charge:R:1
C 1.683 3.049 2.505 -0.121
H 3.898 5.939 1.209 0.118
H -2.382 -4.080 -1.342 0.134
N -1.479 -0.920 -0.721 0.041
C -1.470 0.064 1.889 -0.170
C -1.420 -2.252 -0.776 -0.253
C -4.914 -0.247 2.163 -0.042
N -1.239 1.806 -0.837 -0.125
C -2.574 1.219 -1.035 -0.122
C 3.475 3.843 1.093 -0.099
C -3.786 -0.281 3.207 -0.620
C 2.593 -0.817 2.963 -0.127
H 0.019 -3.834 -0.701 0.140
H -1.370 2.669 -0.317 0.135
C -3.591 -2.344 -1.752 0.005
H 2.115 6.385 2.861 0.119
H 0.103 -1.639 -2.678 0.116
N 0.889 0.186 -2.043 -0.129
C 1.484 4.336 2.971 -0.058
H 2.322 -2.253 4.523 0.117
C -0.539 2.162 -2.094 -0.169
C 1.078 -1.209 -2.453 -0.185
C -2.456 -3.001 -1.301 0.020
H -3.164 1.429 -0.139 0.131
H 1.060 2.243 2.878 0.082
Sn 0.103 0.296 0.512 1.217
H 0.316 2.785 -1.824 0.131
H 5.344 -0.602 0.968 0.107
H 4.507 -3.354 4.125 0.120
C 2.676 2.789 1.550 -0.368
Si 2.996 1.107 0.923 0.826
H 6.013 -2.512 2.355 0.119
C 4.669 -0.964 1.737 -0.098
H -0.880 0.303 -3.145 0.122
N 0.948 -2.017 -0.091 -0.117
H 3.364 0.995 -0.499 -0.007
H 0.405 1.305 -3.798 0.140
H -1.199 2.745 -2.742 0.135
H 2.720 -1.560 -1.105 0.116
C 5.053 -2.042 2.522 -0.054
H -5.864 -0.505 2.634 0.096
H 0.712 4.524 3.705 0.116
C -3.974 0.842 4.234 -0.038
H -3.943 1.818 3.748 0.088
C 3.431 -0.342 1.944 -0.371
C -3.743 -1.655 3.892 -0.038
H -3.502 -2.438 3.171 0.084
C -2.510 -0.085 2.494 -0.111
H -3.189 0.809 4.990 0.091
H 4.263 3.663 0.369 0.105
H -2.991 -1.669 4.682 0.091
C 4.206 -2.512 3.515 -0.044
H 1.549 -2.360 0.652 0.117
H 1.682 -1.301 -3.361 0.141
H -4.725 -0.963 1.361 0.077
H -5.013 0.750 1.729 0.084
H 1.634 -0.342 3.147 0.081
C -3.636 -0.959 -1.703 0.015
H 1.910 -3.018 -1.690 0.135
C 3.274 5.132 1.568 -0.056
H -4.506 -0.420 -2.055 0.135
H -3.081 1.673 -1.889 0.144
C -2.551 -0.278 -1.185 -0.261
C 2.978 -1.897 3.739 -0.057
C 1.746 -1.995 -1.339 -0.168
H -4.435 -2.906 -2.131 0.131
C -0.048 0.953 -2.868 -0.185
C 2.275 5.378 2.498 -0.044
H -4.714 -1.883 4.333 0.096
H -4.940 0.736 4.730 0.097
H -0.489 -3.189 0.861 0.147
H 1.795 0.644 -2.080 0.095
C -0.213 -2.912 -0.160 -0.123
```

charge	+2
LUMO level	-5.942	eV
DFT total energy	-1850.14862	Ha
max |F|	2.04	eV/Å



# 2
Molecular formula: C29H38N5O3S
Method: DFT, ωB97M-V/def2-TZVPD

Structure (XYZ):
```
76
Properties=species:S:1:pos:R:3:lowdin_charge:R:1
H 4.660 -5.886 2.915 0.103
O -6.432 -2.665 -1.396 0.036
C 4.750 0.767 6.223 -0.096
C 1.842 -3.392 2.057 -0.111
H 2.179 -0.599 -0.474 0.146
C 1.254 3.606 -4.130 -0.092
H 6.889 -1.833 5.872 0.103
C -2.448 -0.721 -3.652 -0.468
C -0.131 -1.360 -2.448 -0.689
H 1.467 6.983 -4.237 0.106
H -3.189 2.628 0.579 0.146
C 0.996 3.447 -2.776 -0.112
H 3.459 -6.073 0.764 0.101
H 3.886 -0.423 3.172 0.093
H -3.637 0.928 -4.402 0.112
C -3.109 1.540 0.633 -0.171
H -3.721 1.188 1.466 0.144
C 1.265 -0.958 -0.922 -0.179
C -2.658 0.770 -3.942 -0.227
C -2.501 1.683 -2.712 -0.157
S -0.802 -1.387 -4.055 1.018
N 0.282 -1.572 -0.344 0.062
C 0.901 4.558 -1.949 -0.102
H -0.109 1.281 -0.283 0.067
H 1.631 5.008 -5.708 0.105
H -0.257 2.456 1.061 0.104
H 0.876 2.452 -2.366 0.080
C 6.100 -1.132 5.630 -0.089
H 5.687 -2.018 3.720 0.099
C 5.425 -1.237 4.422 -0.104
C -5.121 -2.256 -1.173 -0.334
H 3.281 1.360 4.777 0.096
H 6.293 -0.046 7.470 0.102
H -3.898 2.839 -1.492 0.130
H -1.922 1.096 -4.681 0.104
H -3.124 -1.111 0.950 0.159
C 5.764 -0.129 6.529 -0.092
C 1.331 5.991 -3.826 -0.084
C 1.423 4.880 -4.654 -0.085
C 4.073 0.661 5.015 -0.100
O -1.816 1.094 0.832 -0.133
H 0.993 6.698 -1.829 0.105
C 1.067 5.832 -2.473 -0.087
C -4.202 -0.227 -0.538 -0.307
H 1.330 2.739 -4.774 0.102
C 3.536 -4.180 3.571 -0.100
C -4.820 -2.259 0.329 -0.046
H -5.645 -0.325 -1.951 0.161
H -2.606 -0.961 -2.605 0.034
H -4.650 1.560 -2.410 0.118
C 4.412 -0.339 4.115 -0.111
C 3.871 -5.184 2.673 -0.089
H 1.048 -2.700 1.814 0.069
H -2.245 2.684 -3.071 0.120
H 4.066 -4.095 4.511 0.102
C 3.196 -5.290 1.464 -0.095
H 0.702 4.431 -0.892 0.092
H -6.775 -2.322 -2.228 0.110
H 2.260 -2.503 3.966 0.098
O 1.071 -0.765 -2.243 0.037
C -0.792 1.921 0.277 -0.065
H 4.487 1.548 6.925 0.101
H -4.267 -3.132 0.672 0.141
N -3.720 0.997 -0.598 0.030
N -4.875 -0.842 -1.545 0.166
H -3.134 -1.330 -4.243 0.075
H -5.774 -2.218 0.861 0.137
C 2.182 -4.394 1.157 -0.105
H -1.650 1.349 -2.114 0.090
C 2.520 -3.285 3.264 -0.103
N -4.048 -1.025 0.545 0.140
H 1.652 -4.476 0.215 0.093
H -4.427 -2.916 -1.704 0.159
H -1.213 2.645 -0.428 0.076
N -0.631 -1.858 -1.351 0.055
C -3.761 1.810 -1.829 -0.094
```

charge	+1
LUMO level	-2.520	eV
DFT total energy	-2025.27252	Ha
max |F|	0.83	eV/Å



- What is the DFT total energy in the second record?
  -2025.27252 Ha